(1)
This record from OMol25 describes a cluster of 8 separate species, C66H69F13O15P2 in total in a non-equilibrium geometry. The level of theory is the ωB97M-V functional and the def2-TZVPD basis.

```
! wB97M-V def2-TZVPD RIJCOSX def2/J DEFGRID3
* xyz 0 1
C 0.52055 -2.27898 -3.00822
C -0.19850 -1.24430 -2.13535
C 0.59025 -1.11079 -0.82450
C 0.52384 0.25648 -0.11633
C 1.87231 0.53828 0.59471
P -0.96559 0.53438 0.98793
C -2.37989 1.47220 0.19421
C -3.57347 1.79767 1.10651
C -4.38530 2.95710 0.56045
F -3.66001 4.08248 0.36244
F -4.86481 2.58570 -0.67010
C -5.60132 3.29030 1.45492
F -5.10691 3.57640 2.69000
F -6.38585 2.20744 1.56848
C -6.44818 4.52791 1.05387
F -5.72718 5.64767 1.17393
F -7.46209 4.58560 1.95148
C -7.10812 4.49370 -0.35850
F -8.18047 5.29237 -0.35151
F -6.26305 4.95228 -1.27789
F -7.51022 3.26800 -0.67891
O -1.68645 -0.94732 0.50578
C -2.93007 -1.36889 1.04297
C -4.01019 -1.59040 -0.01873
C -3.62375 -2.70428 -0.99596
C -5.28518 -2.01351 0.77592
C -6.55417 -2.09650 -0.05354
C -7.68711 -2.58826 0.87277
C -6.97021 -0.73040 -0.62063
P -0.06029 2.55755 1.69575
C -1.21678 3.60568 2.68721
C -1.57200 3.07486 4.08091
C 0.31787 3.55292 0.16452
C -0.24413 4.98892 0.17591
C -0.76905 -0.17621 2.76552
F 0.15555 0.47116 3.51323
F -1.93233 -0.12172 3.48156
C -0.31692 -1.66099 2.76471
F 0.89759 -1.76954 2.18422
F -0.18338 -2.03984 4.07191
H 1.50720 -1.93695 -3.31128
H 0.65437 -3.16686 -2.38747
H -0.08705 -2.58697 -3.85784
H -0.25475 -0.27841 -2.63994
H -1.20228 -1.62358 -1.95034
H 0.42417 -1.96199 -0.16827
H 1.63241 -1.20787 -1.14994
H 0.43636 0.98844 -0.92145
H 1.83958 0.49854 1.67957
H 2.27020 1.51970 0.33951
H 2.63291 -0.17847 0.28262
H -2.02499 2.39474 -0.26796
H -2.75483 0.87620 -0.64124
H -3.32624 1.93584 2.15763
H -4.27650 0.96268 1.06861
H -3.35043 -0.71671 1.81158
H -2.79407 -2.34940 1.51953
H -4.27777 -0.65781 -0.52038
H -2.80023 -3.31583 -0.62318
H -4.45591 -3.35867 -1.24787
H -3.27739 -2.27280 -1.93822
H -5.42007 -1.30199 1.59952
H -5.05050 -2.98266 1.22951
H -6.49328 -2.82598 -0.86321
H -8.56899 -2.90706 0.31511
H -7.97969 -1.77207 1.54278
H -7.34739 -3.38798 1.52118
H -6.33029 -0.41029 -1.44231
H -6.97922 0.00519 0.18679
H -8.00103 -0.80576 -0.97203
H -0.69325 4.54923 2.84952
H -2.14908 3.90055 2.19541
H -1.95988 3.91770 4.66030
H -0.70131 2.72025 4.63075
H -2.35958 2.32191 4.08510
H 1.39570 3.64037 0.03842
H -0.08496 3.08535 -0.74144
H 0.05002 5.49836 -0.74139
H 0.18696 5.54516 1.01055
H -1.32513 5.01376 0.29955
H -1.03737 -2.34178 2.32061
C 2.76765 0.36997 -6.20408
C 3.39267 0.45654 -7.37500
C 2.70674 0.11753 -8.64531
O 3.27830 0.19592 -9.71194
C 1.29099 -0.32296 -8.56198
C 0.66299 -0.41022 -7.39276
C 1.35185 -0.06880 -6.12238
O 0.77872 -0.14644 -5.05716
H 3.25292 0.61687 -5.26901
H 4.42339 0.77625 -7.45986
H 0.80964 -0.56533 -9.50089
H -0.36814 -0.72935 -7.30826
C 6.29756 5.44588 -6.02786
C 5.41440 4.70335 -5.36692
C 5.46692 3.22411 -5.41600
O 4.66043 2.54246 -4.81632
C 6.54284 2.60013 -6.22876
C 7.42487 3.34174 -6.89226
C 7.36914 4.82500 -6.84146
O 8.17113 5.50514 -7.44698
H 6.27743 6.52323 -6.00853
H 4.62140 5.13756 -4.77216
H 6.56451 1.51737 -6.24709
H 8.21537 2.90979 -7.49272
C 2.31167 -7.84249 -0.31570
C 1.99609 -7.14971 -1.40630
C 2.39090 -5.72632 -1.55426
O 2.09589 -5.09202 -2.54580
C 3.14961 -5.10654 -0.43942
C 3.46552 -5.79617 0.65479
C 3.07139 -7.22114 0.80034
O 3.35550 -7.85739 1.79182
H 2.03429 -8.88093 -0.18570
H 1.44244 -7.58121 -2.23061
H 3.42429 -4.06686 -0.56813
H 4.01439 -5.35819 1.48072
C -9.36836 -3.55088 5.23794
C -10.58160 -3.42220 5.76796
C -11.78997 -3.90469 5.05235
O -12.89547 -3.78616 5.53332
C -11.59155 -4.53722 3.72347
C -10.37803 -4.66609 3.19425
C -9.17135 -4.18434 3.91074
O -8.06569 -4.30195 3.42696
H -8.47390 -3.20579 5.74079
H -10.74878 -2.96497 6.73478
H -12.48571 -4.88150 3.21973
H -10.21008 -5.12262 2.22705
C 3.05367 8.98318 -8.20023
C 3.07701 9.98409 -9.07584
C 4.34516 10.41830 -9.71627
O 4.36636 11.33072 -10.51221
C 5.58514 9.69092 -9.34311
C 5.56195 8.69024 -8.46713
C 4.29348 8.25955 -7.82795
O 4.27369 7.34386 -7.03030
H 2.14202 8.64990 -7.72091
H 2.18555 10.52682 -9.36302
H 6.49703 10.02213 -9.82315
H 6.45500 8.14565 -8.18327
C 3.49685 -2.61385 3.63663
C 3.31828 -1.85308 4.71286
C 4.21181 -1.97550 5.89359
O 4.05081 -1.28384 6.87639
C 5.31041 -2.97540 5.82867
C 5.48282 -3.73231 4.74696
C 4.59220 -3.61045 3.56988
O 4.75214 -4.30034 2.58095
H 2.86174 -2.54596 2.76741
H 2.52352 -1.11988 4.78036
H 5.95267 -3.05466 6.70181
H 6.27391 -4.46849 4.67471
C 9.02349 -5.98132 10.27347
C 7.97035 -5.67527 9.52091
C 7.80674 -4.31833 8.94649
O 6.84417 -4.03882 8.26089
C 8.85787 -3.31419 9.23915
C 9.91126 -3.61937 9.99166
C 10.07839 -4.97800 10.56822
O 11.03808 -5.25732 11.25188
H 9.16472 -6.96431 10.70410
H 7.18991 -6.38982 9.29262
H 8.71472 -2.33117 8.80873
H 10.69037 -2.90337 10.21958
*
```

Calculated values
Total energy   -5665.63354 hartree
Strongest force on any atom   0.035 Eh/bohr
HOMO   -7.09 eV
SMILES string   CCC[C@H](C)P(CCC(F)(F)C(F)(F)C(F)(F)C(F)(F)F)(OC[C@@H](C)CC(C)C)(P(CC)CC)C(F)(F)C(F)F.O=C1C=CC(=O)C=C1.O=C1C=CC(=O)C=C1.O=C1C=CC(=O)C=C1.O=C1C=CC(=O)C=C1.O=C1C=CC(=O)C=C1.O=C1C=CC(=O)C=C1.O=C1C=CC(=O)C=C1

(2)
This record from OMol25 describes a cluster of 2 separate species, C5H13NO in total in a non-equilibrium geometry. The level of theory is the ωB97M-V functional and the def2-TZVPD basis.

```
! wB97M-V def2-TZVPD RIJCOSX def2/J DEFGRID3
* xyz 0 1
C -0.23217 1.01818 -0.05295
C -0.98158 1.05757 -1.31797
C 0.80693 -0.50761 0.15115
C -2.40544 1.54036 -1.43860
C 2.44912 -2.86226 1.18052
N -0.89835 1.39639 1.14375
O 0.04339 2.01343 -1.03951
H 1.10363 0.65336 0.58161
H -0.69819 0.34295 -2.08885
H -1.50874 2.19309 1.00311
H -0.22941 1.64610 1.86317
H 2.55957 -1.88318 0.68428
H 1.05783 -0.81419 -0.86473
H 0.08780 -1.17942 0.63008
H -2.50585 2.58020 -1.16311
H -2.77289 1.40239 -2.46746
H -3.05609 0.95462 -0.79261
H 3.16004 -3.60911 0.85276
H 1.45778 -3.22354 0.88887
H 2.56264 -2.71934 2.24651
*
```

Calculated values
Total energy   -328.13006 hartree
Strongest force on any atom   0.117 Eh/bohr
HOMO   -8.72 eV
SMILES string   C[C@H]1O[C@@]1(C)N.C

(3)
This record from OMol25 describes a cluster of 5 separate species, C14H28Br6O4S2 in total in a non-equilibrium geometry. The level of theory is the ωB97M-V functional and the def2-TZVPD basis.

```
! wB97M-V def2-TZVPD RIJCOSX def2/J DEFGRID3
* xyz 0 1
C 27.00658 6.54906 -1.89348
C 28.10331 7.53004 -1.34798
C 27.37539 8.79635 -0.99071
S 26.07478 8.98527 -2.38158
O 26.59227 9.88507 -3.39647
O 24.82724 9.23361 -1.72570
C 26.14470 7.24143 -3.00638
H 26.39139 6.10736 -1.10954
H 27.44110 5.62918 -2.28482
H 28.87919 7.76226 -2.07750
H 28.54372 7.03437 -0.48285
H 27.86680 9.76681 -0.92131
H 26.72592 8.65044 -0.12758
H 26.64295 7.28957 -3.97464
H 25.14997 6.83275 -3.18409
C 27.28642 3.12380 2.03896
C 26.11700 2.17882 1.72517
C 24.92743 3.09892 1.70507
S 25.21033 4.52334 2.95990
O 24.41014 4.35238 4.14317
O 25.25121 5.84013 2.25971
C 26.87889 4.02915 3.29974
H 27.65893 3.78371 1.25547
H 28.24875 2.70663 2.33559
H 26.13896 1.42200 2.50929
H 26.32428 1.68258 0.77708
H 23.94660 2.65840 1.88403
H 24.79182 3.62962 0.76271
H 26.99168 3.41425 4.19264
H 27.44161 4.95339 3.43094
Br 30.22332 -4.17253 -4.76594
C 28.54187 -3.19274 -4.99233
C 28.37622 -1.87699 -4.28045
Br 26.48942 -1.27567 -4.28686
H 27.72990 -3.89047 -4.78743
H 28.38216 -2.95517 -6.04407
H 29.03902 -1.23613 -4.86191
H 28.71030 -1.83623 -3.24371
Br 28.08442 3.00344 -1.46781
C 27.11166 2.03100 -2.97472
C 25.59596 2.09146 -2.62200
Br 24.88060 3.92954 -3.00660
H 27.46748 1.00126 -2.94109
H 27.36290 2.51557 -3.91820
H 25.31748 1.90099 -1.58553
H 24.97409 1.43829 -3.23417
Br 33.03287 -2.82175 -0.66709
C 31.40525 -1.87997 -1.36975
C 30.57285 -1.34632 -0.21629
Br 28.95555 -0.54527 -0.88954
H 30.77898 -2.61492 -1.87546
H 31.66251 -1.09687 -2.08296
H 31.24079 -0.65541 0.29810
H 30.24548 -2.13797 0.45767
*
```

Calculated values
Total energy   -17091.58671 hartree
Strongest force on any atom   0.056 Eh/bohr
HOMO   -9.72 eV
SMILES string   O=S1(=O)CCCC1.O=S1(=O)CCCC1.BrCCBr.BrCCBr.BrCCBr

(4)
This record from OMol25 describes a cluster of 2 separate species, C7H15INO in total in a non-equilibrium geometry. The level of theory is the ωB97M-V functional and the def2-TZVPD basis.

```
! wB97M-V def2-TZVPD RIJCOSX def2/J DEFGRID3
* xyz 1 1
C -0.26657 -0.33632 0.63499
C 1.40819 -2.11186 0.23930
C -0.22579 -2.28596 2.21284
C -1.19736 -0.73157 -1.71669
C 0.51274 4.18727 -0.68515
C -0.00250 -1.92376 0.79857
C -1.26525 -0.11064 -0.39526
N 0.61685 2.88069 -1.13411
O 0.30251 0.42167 1.31559
I -3.04086 0.54777 0.42592
H 1.50833 -1.68452 -0.73069
H 1.68394 -3.20669 0.28521
H 2.06241 -1.54188 0.89907
H 0.60334 -2.06540 2.93348
H -1.04282 -1.88564 2.69733
H -0.50648 -3.33375 2.36899
H -2.00935 -0.72040 -2.42717
H -1.04226 -1.82203 -1.54249
H -0.32624 -0.44123 -2.27870
H -0.25403 4.70526 -1.30772
H 0.17132 4.24790 0.40902
H 1.48244 4.74274 -0.67093
H -0.65748 -2.47992 0.21695
H 0.97272 2.87238 -2.01658
H 0.51220 2.07588 -0.53178
*
```

Calculated values
Total energy   -703.00641 hartree
Strongest force on any atom   0.071 Eh/bohr
HOMO   -11.58 eV

strongest force on any atom of number 2 (C5H13NO)?
0.117 Eh/bohr

Look up the strongest force on any atom of the third one.
0.056 Eh/bohr

Repeat the second record exactly.
This record from OMol25 describes a cluster of 2 separate species, C5H13NO in total in a non-equilibrium geometry. The level of theory is the ωB97M-V functional and the def2-TZVPD basis.

```
! wB97M-V def2-TZVPD RIJCOSX def2/J DEFGRID3
* xyz 0 1
C -0.23217 1.01818 -0.05295
C -0.98158 1.05757 -1.31797
C 0.80693 -0.50761 0.15115
C -2.40544 1.54036 -1.43860
C 2.44912 -2.86226 1.18052
N -0.89835 1.39639 1.14375
O 0.04339 2.01343 -1.03951
H 1.10363 0.65336 0.58161
H -0.69819 0.34295 -2.08885
H -1.50874 2.19309 1.00311
H -0.22941 1.64610 1.86317
H 2.55957 -1.88318 0.68428
H 1.05783 -0.81419 -0.86473
H 0.08780 -1.17942 0.63008
H -2.50585 2.58020 -1.16311
H -2.77289 1.40239 -2.46746
H -3.05609 0.95462 -0.79261
H 3.16004 -3.60911 0.85276
H 1.45778 -3.22354 0.88887
H 2.56264 -2.71934 2.24651
*
```

Calculated values
Total energy   -328.13006 hartree
Strongest force on any atom   0.117 Eh/bohr
HOMO   -8.72 eV
SMILES string   C[C@H]1O[C@@]1(C)N.C